94
Properties=species:S:1:pos:R:3:forces:R:3:mulliken_spin:R:1 method="wB97M-V/def2-TZVPD" s2=8.83 mol_weight_da=871.1 de_lowest_kj_mol=182.2 orbital_gap_ha="0.17114 / 0.20748" spin_multiplicity=6 charge=+2
Ir 0.046 -0.195 0.378 0.312 1.621 1.501 1.550
C 4.412 -0.316 -0.309 -0.014 0.125 -0.085 0.007
C 4.882 -0.639 0.954 0.121 -0.052 0.164 -0.004
C 4.010 -0.659 2.030 0.245 0.035 0.009 0.008
C 2.677 -0.359 1.819 -0.637 0.119 0.377 0.088
N 2.223 -0.067 0.590 -0.328 -0.891 -0.654 -0.070
C 3.070 -0.039 -0.454 -0.272 0.060 0.408 0.000
C 1.619 -0.330 2.870 1.027 -0.089 -0.537 0.075
C 1.922 -0.291 4.222 -0.308 -0.007 0.347 -0.023
C 0.885 -0.240 5.151 0.111 -0.014 -0.163 0.057
C -0.438 -0.230 4.723 0.042 0.000 0.029 -0.033
C -0.737 -0.262 3.364 -0.004 -0.070 0.047 0.094
C 0.296 -0.311 2.428 -0.824 0.146 -0.878 0.056
H 5.069 -0.281 -1.167 -0.011 -0.010 0.025 0.000
H 5.928 -0.878 1.104 -0.049 0.003 -0.017 0.000
H 4.359 -0.918 3.019 0.009 0.008 -0.026 0.000
H 2.634 0.227 -1.408 -0.005 -0.097 -0.050 0.001
H 2.946 -0.281 4.572 -0.025 -0.020 -0.073 0.000
H 1.116 -0.206 6.208 -0.028 -0.002 -0.009 0.002
H -1.234 -0.196 5.456 -0.004 0.006 -0.057 0.001
H -1.773 -0.255 3.043 0.091 0.005 0.025 0.013
C -1.460 4.505 3.365 -0.201 0.011 -0.170 -0.013
O -2.687 4.363 2.617 0.128 0.038 -0.140 0.009
C -2.835 5.212 1.548 0.294 -0.487 0.249 -0.133
C -3.893 6.109 1.568 0.430 -2.259 2.801 0.535
C -4.080 7.007 0.497 -0.238 2.486 -3.428 0.566
C -3.201 7.006 -0.577 -0.643 0.119 0.499 -0.118
C -2.167 6.087 -0.613 0.060 2.231 -2.844 0.661
C -2.000 5.162 0.441 0.842 -3.014 2.952 0.255
N -0.907 4.230 0.369 -0.544 0.460 -0.175 0.078
C -0.958 2.878 0.350 -2.199 -0.339 -0.004 -0.133
N -2.304 2.376 0.327 1.638 1.138 0.143 0.295
C -2.791 1.145 0.314 -0.778 -1.086 -0.050 0.231
C -2.029 -0.073 0.321 0.594 0.007 0.115 -0.010
C -2.783 -1.204 0.322 -1.287 -0.743 -0.007 0.102
C -4.233 -1.232 0.281 1.001 -0.505 0.105 0.149
C -4.986 -0.098 0.271 0.363 0.796 0.018 -0.060
C -4.283 1.115 0.294 0.853 -0.669 -0.089 0.281
O -4.811 2.305 0.281 -0.700 0.794 0.039 0.100
C -6.263 2.482 0.294 0.630 -0.263 -0.020 -0.011
N 0.046 2.090 0.350 0.971 -0.363 -0.485 0.147
C 1.344 2.723 0.330 -0.649 -0.338 0.507 0.030
C 2.015 2.930 1.521 0.188 0.047 0.252 -0.008
C 3.302 3.458 1.517 -0.238 -0.089 -0.041 -0.004
C 3.889 3.767 0.302 0.006 0.009 -0.329 0.010
C 3.211 3.567 -0.904 0.102 -0.017 0.367 -0.003
C 1.921 3.048 -0.889 0.155 0.057 -0.768 -0.001
O 1.149 2.796 -1.989 0.152 0.213 0.125 0.003
C 1.588 3.242 -3.282 -0.022 -0.156 0.205 0.000
H -1.696 4.266 4.397 -0.034 0.004 0.031 0.000
H -1.097 5.529 3.295 0.035 0.024 0.048 0.001
H -0.696 3.817 3.002 0.012 -0.014 -0.028 0.010
H -4.531 6.124 2.443 0.091 0.024 -0.032 0.007
H -4.896 7.717 0.530 0.053 -0.029 -0.027 0.033
H -3.322 7.711 -1.388 -0.026 -0.017 0.044 0.002
H -1.484 6.049 -1.454 -0.057 0.049 0.047 0.040
H 0.009 4.593 0.137 0.105 0.186 0.021 0.004
H -2.992 3.118 0.358 -0.139 0.213 0.002 -0.002
H -2.291 -2.171 0.381 -0.039 0.062 -0.068 0.033
H -4.734 -2.192 0.276 0.088 -0.016 -0.016 0.000
H -6.063 -0.128 0.250 -0.036 0.031 -0.007 -0.001
H -6.419 3.552 0.328 0.005 0.062 0.009 0.007
H -6.659 2.000 1.182 -0.133 -0.007 0.021 0.002
H -6.669 2.059 -0.621 -0.114 -0.026 -0.010 0.005
H 1.526 2.644 2.450 0.077 0.039 -0.111 -0.001
H 3.836 3.618 2.444 -0.031 -0.002 -0.017 0.000
H 4.894 4.169 0.276 -0.036 -0.006 -0.022 0.000
H 3.706 3.803 -1.832 0.027 0.014 -0.059 0.000
H 0.698 3.533 -3.829 -0.080 -0.089 -0.044 0.000
H 2.093 2.428 -3.799 0.049 0.004 -0.021 0.000
H 2.249 4.100 -3.222 0.033 0.131 0.073 0.000
C -0.014 -8.556 0.624 0.039 0.134 0.015 0.000
C 0.004 -7.122 0.167 -0.020 -0.434 0.151 0.006
C -0.500 -6.778 -1.081 -0.014 -0.036 0.013 -0.001
C -0.484 -5.470 -1.520 -0.087 0.015 -0.181 0.010
C -1.044 -5.175 -2.904 0.081 -0.041 0.257 0.001
C 0.054 -4.483 -0.654 0.004 0.246 -0.453 -0.002
C 0.091 -3.156 -1.182 0.082 0.535 -0.049 0.033
O 0.551 -2.150 -0.612 -0.148 0.216 0.165 0.030
C 0.571 -4.814 0.625 0.020 0.226 0.027 0.008
C 1.159 -3.802 1.577 0.053 -0.101 -0.080 -0.013
C 0.530 -6.134 1.002 -0.025 -0.187 0.080 -0.002
H -0.440 -9.217 -0.128 0.006 0.029 -0.009 0.000
H -0.596 -8.660 1.542 0.007 0.024 -0.013 0.001
H 0.999 -8.895 0.848 -0.014 0.006 -0.007 0.001
H -0.909 -7.549 -1.724 0.032 -0.002 0.050 0.000
H -1.441 -6.092 -3.333 0.009 -0.003 0.017 0.000
H -0.286 -4.800 -3.592 0.056 -0.001 0.053 0.000
H -1.858 -4.450 -2.882 0.000 0.006 0.052 0.000
H -0.290 -3.004 -2.196 -0.123 -0.107 -0.017 0.001
H 2.033 -3.297 1.155 -0.068 -0.091 -0.038 0.003
H 1.457 -4.301 2.498 0.023 -0.003 -0.023 -0.001
H 0.450 -3.018 1.833 -0.111 0.023 -0.016 0.001
H 0.915 -6.414 1.976 -0.005 -0.043 -0.037 0.000

165
Properties=species:S:1:pos:R:3:forces:R:3:lowdin_charge:R:1 method="wB97M-V/def2-TZVPD" mol_weight_da=942.2 de_lowest_kj_mol=608.8 orbital_gap_ha=0.33917 spin_multiplicity=1 charge=0
C 3.448 -0.514 -10.067 0.089 0.746 -0.532 -0.063
C 4.323 0.105 -8.991 0.568 -0.203 0.224 -0.459
C 4.845 1.574 -9.209 -0.794 -2.530 -1.759 -0.160
O 5.471 1.585 -10.508 -0.694 0.806 0.238 -0.193
C 5.391 2.876 -11.097 1.143 0.309 0.008 -0.122
N 3.535 0.151 -7.792 -0.614 0.579 0.719 0.005
H 2.510 0.040 -10.112 -0.003 0.274 -0.268 0.080
H 3.135 -1.534 -9.845 0.393 -0.129 0.253 0.074
H 3.954 -0.503 -11.032 -0.167 -0.005 -0.025 0.076
H 5.114 -0.607 -8.753 0.835 0.198 -0.722 0.129
H 5.530 1.876 -8.418 -0.020 0.167 0.030 0.123
H 3.899 2.116 -9.216 0.220 0.666 0.064 0.119
H 4.397 3.293 -11.263 -0.333 -0.329 0.409 0.086
H 5.887 2.922 -12.067 -0.004 -0.708 -0.099 0.082
H 5.995 3.557 -10.499 -0.249 0.406 0.290 0.082
H 4.185 0.411 -7.063 -0.339 -0.233 0.655 0.071
H 3.177 -0.780 -7.638 -0.035 -0.013 0.523 0.072
C 2.579 5.496 -4.399 0.197 0.049 1.660 -0.060
C 1.419 6.049 -3.497 0.807 0.117 -1.582 -0.409
C 1.643 7.570 -3.217 0.600 -1.466 0.326 -0.182
O 2.831 7.738 -2.415 -1.407 -0.585 -0.292 -0.221
C 3.276 9.082 -2.294 0.193 -1.551 -0.014 -0.101
N 0.218 5.849 -4.303 -0.704 0.153 -0.232 0.013
H 2.618 4.409 -4.471 -0.505 -0.131 -0.042 0.064
H 3.516 5.734 -3.897 0.168 0.288 -0.238 0.065
H 2.558 5.909 -5.408 -0.169 0.187 0.178 0.079
H 1.246 5.515 -2.563 0.920 0.016 0.342 0.129
H 0.721 7.848 -2.705 0.073 0.793 0.206 0.117
H 1.780 8.107 -4.155 -0.286 0.063 -0.150 0.122
H 2.521 9.692 -1.800 0.105 0.337 -0.180 0.087
H 3.576 9.398 -3.293 -0.098 0.692 0.066 0.086
H 4.159 8.938 -1.670 0.035 0.682 0.044 0.088
H -0.629 5.908 -3.756 -0.208 0.491 0.313 0.061
H 0.196 4.876 -4.573 0.239 -0.168 -0.389 0.062
C -1.437 -1.862 1.301 1.330 0.443 0.184 -0.026
C -1.146 -0.336 1.282 0.733 -0.710 -1.226 -0.461
C -1.099 0.279 -0.120 0.700 0.198 0.322 -0.230
O 0.056 -0.154 -0.798 0.434 0.317 -1.633 -0.193
C 0.140 0.374 -2.175 -0.855 -0.965 1.555 -0.059
N -2.146 0.327 2.001 -2.296 0.788 1.795 0.022
H -1.977 -2.234 0.430 0.214 0.083 -0.028 0.078
H -1.941 -2.219 2.199 -0.393 0.474 0.095 0.066
H -0.450 -2.306 1.425 -0.042 -0.549 -0.703 0.072
H -0.253 -0.080 1.852 1.012 -0.719 -0.736 0.136
H -1.045 1.366 -0.049 -0.008 0.421 0.375 0.115
H -2.046 0.109 -0.631 -0.118 -0.581 -0.324 0.122
H 0.050 1.460 -2.207 0.200 0.154 0.217 0.074
H -0.725 -0.044 -2.689 0.057 0.008 -0.426 0.077
H 1.066 0.033 -2.639 -0.092 0.019 0.272 0.084
H -1.783 1.196 2.366 -0.090 0.520 -0.208 0.077
H -2.168 -0.242 2.836 -0.888 0.142 0.554 0.062
C 4.448 -3.572 0.992 0.054 1.788 0.093 -0.085
C 4.716 -5.012 0.741 1.062 0.648 1.069 -0.429
C 6.182 -5.275 0.320 -0.934 -0.930 -0.574 -0.183
O 6.237 -6.654 -0.091 -0.757 0.751 0.284 -0.213
C 7.539 -7.035 -0.412 -0.334 -0.395 -0.223 -0.124
N 4.438 -5.777 1.967 -0.549 -1.083 -1.385 0.048
H 3.395 -3.297 0.935 -0.113 -0.293 -0.071 0.077
H 4.963 -2.948 0.262 -0.016 0.088 -0.151 0.077
H 4.773 -3.206 1.966 0.266 -0.222 0.158 0.079
H 4.064 -5.238 -0.103 -0.008 -0.930 0.143 0.136
H 6.878 -5.158 1.150 0.024 0.383 0.226 0.126
H 6.485 -4.661 -0.528 0.067 0.280 -0.073 0.121
H 8.146 -6.969 0.491 0.526 -0.039 -0.167 0.089
H 7.907 -6.424 -1.237 0.429 0.206 0.075 0.086
H 7.478 -8.058 -0.782 0.186 -0.060 0.208 0.091
H 4.744 -5.388 2.848 0.267 0.547 -0.332 0.069
H 4.986 -6.604 1.776 -0.277 -0.723 0.739 0.056
C 3.583 3.418 4.580 -0.367 0.300 -0.876 -0.065
C 4.005 2.539 3.428 -0.236 -0.407 -0.900 -0.452
C 3.900 3.181 1.953 0.517 -1.119 2.320 -0.144
O 4.513 2.200 1.100 -0.748 0.173 1.825 -0.210
C 4.292 2.337 -0.245 -0.937 1.175 -1.213 -0.134
N 5.366 2.122 3.629 0.595 0.185 -0.326 0.034
H 4.331 4.196 4.729 -0.211 0.461 -0.251 0.075
H 3.511 2.940 5.557 -0.289 -0.429 -0.334 0.083
H 2.629 3.801 4.216 -0.210 0.597 0.854 0.073
H 3.395 1.636 3.398 -0.289 -0.055 -0.031 0.128
H 4.513 4.079 2.023 -0.084 0.398 -0.512 0.123
H 2.851 3.390 1.742 0.030 -0.012 -0.528 0.118
H 4.176 1.364 -0.723 0.699 0.053 -0.067 0.095
H 4.996 3.052 -0.671 0.664 -0.549 -0.495 0.091
H 3.359 2.856 -0.466 -0.595 -0.067 0.246 0.075
H 5.824 2.950 3.983 0.526 0.062 0.322 0.060
H 5.685 2.076 2.671 0.901 -0.787 -0.041 0.052
C 0.045 -5.651 -1.986 0.595 -0.509 0.199 -0.213
C 0.910 -6.966 -2.010 0.096 1.690 -1.788 -0.238
O 0.225 -8.061 -2.581 -0.481 -0.506 0.769 -0.067
O -0.203 -5.042 -3.276 0.256 -1.294 0.307 -0.081
H 0.528 -4.871 -1.398 0.218 -0.280 0.431 0.105
H -0.831 -6.015 -1.448 -0.615 0.503 -0.280 0.110
H 1.266 -7.183 -1.003 -0.472 -0.218 0.037 0.117
H 1.798 -6.806 -2.621 0.315 0.312 0.078 0.110
H 0.210 -8.021 -3.541 0.147 0.389 0.066 0.086
H -0.902 -4.388 -3.201 -0.084 -0.050 0.208 0.070
C -2.182 4.502 7.217 -0.107 -0.685 0.099 -0.234
C -2.462 4.765 5.751 -1.684 1.089 0.010 -0.282
O -1.732 3.956 4.893 1.270 -0.908 -0.575 -0.063
O -2.848 5.395 8.116 0.547 0.242 -0.636 -0.057
H -1.093 4.530 7.246 0.162 0.305 0.825 0.119
H -2.481 3.494 7.505 0.151 -0.264 -0.365 0.118
H -2.222 5.797 5.497 -0.219 0.328 0.458 0.125
H -3.507 4.602 5.485 -0.358 0.199 0.390 0.116
H -1.260 4.557 4.312 0.179 -0.394 -0.093 0.086
H -3.440 4.891 8.679 0.086 -0.017 -0.128 0.081
C -0.308 -0.505 6.902 -2.296 0.347 -1.988 -0.203
C -1.782 -0.838 7.230 0.470 1.551 1.169 -0.253
O -2.701 -0.502 6.193 0.643 -0.500 -0.531 -0.076
O -0.196 0.938 6.736 0.899 -1.148 1.055 -0.079
H -0.157 -0.991 5.938 0.691 -0.071 -0.185 0.105
H 0.353 -0.948 7.647 0.068 0.719 0.050 0.121
H -1.959 -0.070 7.984 -0.279 -0.392 0.846 0.110
H -1.954 -1.837 7.629 0.208 -0.142 -0.126 0.116
H -3.567 -0.701 6.556 -0.220 0.075 -0.228 0.079
H -0.749 1.263 6.022 -0.247 -0.375 -0.166 0.066
C -0.318 -6.463 4.014 1.653 1.028 0.903 -0.228
C 0.342 -5.547 5.111 -1.014 0.355 -0.398 -0.246
O 1.625 -6.026 5.446 0.219 -0.633 0.118 -0.067
O 0.239 -6.177 2.769 0.027 0.484 -1.311 -0.080
H -1.391 -6.318 3.890 0.053 -0.127 0.454 0.118
H -0.016 -7.483 4.250 -0.601 -0.272 0.514 0.115
H -0.323 -5.427 5.967 -0.041 -0.619 0.466 0.102
H 0.501 -4.509 4.820 -0.523 0.082 -0.909 0.110
H 2.173 -5.270 5.667 0.055 -0.126 0.025 0.084
H 1.191 -6.083 2.843 0.252 -0.149 0.082 0.073
C -4.339 4.027 -3.876 1.239 0.263 -0.648 -0.214
C -4.136 2.532 -3.634 0.004 1.207 0.619 -0.274
O -4.855 2.093 -2.543 -1.730 -0.970 1.198 -0.062
O -3.825 4.925 -2.834 -0.317 -1.126 -1.279 -0.070
H -5.316 4.305 -4.272 -0.562 -0.174 0.932 0.117
H -3.772 4.170 -4.796 0.752 0.671 0.207 0.108
H -3.110 2.283 -3.367 0.558 0.313 -0.966 0.115
H -4.504 2.009 -4.517 0.223 -0.163 0.020 0.125
H -4.586 2.556 -1.746 0.155 0.000 -0.002 0.083
H -4.405 4.902 -2.070 -0.269 -0.057 -0.058 0.072
C -5.473 -3.706 -2.491 -0.194 -0.224 -2.135 -0.258
C -5.233 -3.440 -3.998 0.113 -0.628 0.441 -0.231
O -4.005 -2.704 -4.185 -0.583 -0.581 0.368 -0.073
O -5.881 -2.509 -1.885 0.216 -0.477 0.666 -0.047
H -4.627 -4.250 -2.071 0.662 0.682 0.313 0.113
H -6.214 -4.504 -2.450 -0.778 0.534 0.191 0.115
H -6.068 -2.922 -4.471 -0.150 0.405 0.430 0.117
H -5.271 -4.423 -4.468 0.787 -0.216 -0.335 0.107
H -3.918 -2.471 -5.112 -0.046 0.013 -0.050 0.080
H -5.182 -1.896 -2.127 0.010 0.494 0.160 0.079
C -6.544 1.999 3.624 -0.990 0.813 0.784 -0.277
C -7.873 2.821 3.612 0.454 -0.783 1.801 -0.180
O -8.604 2.674 4.878 0.594 0.543 -0.974 -0.093
O -5.985 2.108 2.375 0.542 -0.215 -2.130 -0.069
H -6.739 0.955 3.867 -0.248 -0.183 0.283 0.114
H -5.759 2.396 4.267 -0.644 0.130 1.095 0.116
H -8.502 2.519 2.775 0.110 -0.111 -0.066 0.114
H -7.645 3.884 3.539 -0.061 -0.083 -0.074 0.115
H -8.607 1.761 5.175 0.100 -0.193 -0.289 0.068
H -5.181 1.584 2.411 0.247 0.005 -0.472 0.079
C -6.282 -3.511 4.797 0.378 0.877 -0.117 -0.210
C -6.319 -2.938 3.362 -0.594 -0.664 0.257 -0.242
O -7.641 -2.568 3.059 -0.869 0.731 0.375 -0.070
O -6.460 -2.489 5.804 0.049 0.175 -0.587 -0.090
H -5.278 -3.901 4.967 -0.013 -0.581 -0.220 0.108
H -7.072 -4.236 4.992 0.186 -0.354 -0.613 0.119
H -6.099 -3.677 2.591 0.826 -0.569 0.511 0.117
H -5.606 -2.124 3.232 0.046 0.259 0.284 0.111
H -7.753 -2.467 2.111 0.130 0.049 -0.023 0.086
H -6.579 -2.975 6.624 -0.065 0.159 0.127 0.073

19
Properties=species:S:1:pos:R:3:forces:R:3:nbo_charge:R:1 method="wB97M-V/def2-TZVPD" mol_weight_da=113.2 de_lowest_kj_mol=55.6 orbital_gap_ha=0.37794 smiles="C=CC(C)(C)C(N)=O" spin_multiplicity=1 charge=0
C 2.054 0.053 1.525 -0.447 -0.025 -0.494 -0.371
C 1.530 -0.263 0.333 0.142 0.219 1.136 -0.181
C 0.094 -0.106 -0.165 0.155 0.164 -0.091 -0.198
C 0.127 0.997 -1.242 -0.182 0.315 -0.100 -0.592
C -0.333 -1.436 -0.813 -0.233 -0.359 0.048 -0.592
C -0.976 0.224 0.923 -0.080 -0.462 0.950 0.692
N -2.184 0.688 0.478 0.025 0.150 -0.396 -0.834
O -0.854 0.015 2.126 0.436 0.161 -1.016 -0.618
H 1.469 0.474 2.335 -0.024 -0.145 -0.169 0.221
H 3.109 -0.114 1.726 -0.087 0.019 -0.160 0.195
H 2.226 -0.670 -0.403 -0.319 -0.007 -0.104 0.196
H -0.807 1.043 -1.814 0.074 -0.054 0.038 0.193
H 0.284 1.984 -0.790 0.035 -0.202 -0.053 0.223
H 0.929 0.829 -1.970 -0.106 -0.099 0.238 0.219
H -0.373 -2.241 -0.068 0.067 0.184 -0.096 0.227
H -1.329 -1.365 -1.264 0.134 0.066 0.046 0.205
H 0.363 -1.746 -1.602 -0.020 0.185 0.161 0.214
H -2.434 0.786 -0.494 0.179 0.018 0.247 0.392
H -2.896 0.848 1.178 0.249 -0.129 -0.184 0.408